No. 1
Computed, not measured: C26H38FGdN5O3SSe3Te as an isolated structure in a non-equilibrium geometry, with ωB97M-V/def2-TZVPD.

Properties
- <S²> = 16.14
- spin multiplicity = 8
- HOMO (alpha / beta) (eV) = -6.737 / -9.685
- E_LUMO (alpha / beta) (eV) = -3.80 / -4.86
- relative energy (zero: lowest compared OMol25 entry of this formula, charge and spin) (eV) = 3.931
- net charge = +1
- frontier orbital gap (alpha / beta) (eV) = 2.94 / 4.82

Cartesian coordinates (Å):
Gd: 1.74922 2.06852 -2.80441
Se: 0.49998 2.68689 -5.18510
Se: 1.41800 4.72477 -4.47154
Te: 3.18017 5.33648 -2.64878
Se: 2.43198 3.98748 -0.76050
F: -3.39999 4.50782 1.11531
C: -3.11854 3.16164 0.93982
C: -2.02679 2.76190 0.21472
C: -1.64784 1.40654 0.10300
C: -0.68426 1.02079 -0.87025
O: -0.11558 1.96518 -1.54093
C: -0.36604 -0.37818 -1.06957
C: -1.19110 -1.32370 -0.42953
N: -2.07296 -0.92023 0.62666
C: -2.31714 -1.80579 1.74733
C: -1.77809 -1.34420 3.04448
C: -1.18773 -2.56147 2.34752
C: -2.45441 0.41706 0.78949
C: -3.63399 0.80940 1.49618
C: -4.01343 2.17208 1.52069
N: -5.24311 2.66052 1.97415
C: -6.03464 1.78777 2.87231
C: -6.87514 2.66675 3.80984
N: -7.50953 3.81249 3.08500
C: -7.43866 3.68573 1.61659
C: -6.09417 3.30200 1.04268
C: 0.83872 -0.85545 -1.88849
O: 1.40387 -1.90066 -1.45453
O: 1.26178 -0.10260 -2.87340
H: -1.24778 3.45856 -0.17656
H: -1.19154 -2.39128 -0.64055
H: -3.31176 -2.26344 1.91978
H: -2.45585 -1.64121 3.85386
H: -1.26109 -0.39799 2.99361
H: -1.48124 -3.48570 2.76949
H: -0.19661 -2.47080 1.89290
H: -4.19405 0.05366 2.07898
H: -5.30899 1.25106 3.52369
H: -6.61586 1.04844 2.30056
H: -6.39340 3.14093 4.69544
H: -7.69285 2.08488 4.22273
H: -7.22865 4.76685 3.35777
H: -8.49377 3.80723 3.34041
H: -7.68516 4.69040 1.31417
H: -8.24898 3.09000 1.20632
H: -5.53612 4.17234 0.65251
H: -6.18796 2.65640 0.15793
C: 3.35272 -3.20015 1.21278
C: 4.39025 -2.22634 1.84869
C: 4.84177 -1.09187 0.93225
C: 3.66856 -0.20523 0.57727
N: 3.96271 0.69596 -0.57591
C: 4.14488 0.27609 -1.81236
S: 4.54979 1.45486 -2.98282
N: 3.92433 -1.01444 -2.15657
C: 4.53835 -1.54260 -3.38072
C: 3.98407 -2.91169 -3.76930
C: 4.84156 -4.10301 -3.27014
C: 6.24929 -4.26399 -3.93220
H: 2.62664 -3.43125 2.00536
H: 3.75011 -4.17010 0.81087
H: 2.79321 -2.88956 0.29503
H: 5.20298 -2.73389 2.36269
H: 3.87421 -1.74142 2.69130
H: 5.28711 -1.44941 -0.04622
H: 5.61426 -0.45513 1.38901
H: 3.36710 0.46408 1.43642
H: 2.81301 -0.80320 0.28697
H: 4.21528 1.65546 -0.38651
H: 3.11132 -1.51566 -1.75965
H: 5.63955 -1.49547 -3.31457
H: 4.34384 -0.79220 -4.14320
H: 4.01944 -2.95343 -4.88032
H: 2.91419 -2.95355 -3.52707
H: 4.29521 -5.05088 -3.36126
H: 5.04460 -3.92060 -2.15827
H: 6.89735 -4.85121 -3.25626
H: 6.74144 -3.27125 -4.07786
H: 6.15192 -4.82878 -4.86920



No. 2
Computed, not measured: a 3-piece molecular cluster, C32H74Br2I2N10O7P4S overall in a non-equilibrium geometry, with ωB97M-V/def2-TZVPD.

Properties
- HOMO (eV) = -7.992
- E_LUMO (eV) = -0.15
- net charge = 0
- frontier orbital gap (eV) = 7.85

Cartesian coordinates (Å):
C: 0.70576 -1.39011 -0.20119
C: 1.69774 -0.26113 -0.48618
C: 1.61957 0.38031 -1.89473
C: 0.22831 0.99486 -2.11154
C: -0.48284 1.63902 -0.89282
C: -1.56070 2.65267 -1.31565
C: -1.78387 3.81300 -0.32054
C: -1.45764 5.18621 -0.91363
N: -2.43723 6.20388 -0.48642
O: 2.87085 1.05073 -2.13396
C: 3.18382 2.39851 -2.40900
C: 3.32507 2.47431 -3.95469
C: 2.09999 2.91319 -4.74915
S: 2.08946 4.71170 -5.07431
C: 0.38628 5.01683 -4.86857
N: -0.52607 4.23941 -5.34069
N: -1.73617 4.81206 -4.95417
C: -1.44129 5.86269 -4.29410
O: -0.10126 6.06723 -4.19627
P: 2.04542 3.67317 -1.67996
O: 0.74431 3.88342 -2.36774
C: 4.67642 2.52249 -1.70622
C: 4.50557 1.85330 -0.33251
C: 5.46635 2.15311 0.83043
C: 5.24668 3.41689 1.65482
I: 3.28578 3.59145 2.48489
N: 5.52438 1.75247 -2.62592
I: 6.95291 0.46531 -1.96917
C: 5.17447 4.00044 -1.58938
Br: 7.09195 4.12082 -1.21143
C: 4.92256 4.93929 -2.79782
C: 5.99636 5.06434 -3.87589
Br: 4.75525 6.75571 -2.00964
P: 1.62342 -1.10680 -3.05565
O: 1.71057 -0.34199 -4.52165
O: 3.11794 -1.72651 -2.85010
H: -0.29818 -1.21519 -0.58485
H: 1.05029 -2.36116 -0.54998
H: 0.60357 -1.49855 0.88068
H: 2.68956 -0.72569 -0.47551
H: 1.71545 0.50478 0.29086
H: 0.14080 1.68128 -2.95393
H: -0.41748 0.14649 -2.37352
H: -1.01293 0.82704 -0.39122
H: 0.21592 2.03229 -0.15387
H: -2.50268 2.09946 -1.37471
H: -1.38519 3.01794 -2.32632
H: -2.85170 3.84282 -0.08453
H: -1.24510 3.63632 0.61171
H: -0.43856 5.46163 -0.61681
H: -1.46623 5.16387 -2.00280
H: -2.71581 6.04315 0.47307
H: -2.00389 7.11528 -0.55600
H: 3.57691 1.47403 -4.29367
H: 4.16210 3.09412 -4.27947
H: 1.13564 2.66249 -4.32330
H: 2.13533 2.44378 -5.73133
H: -2.07889 6.58455 -3.81521
H: 1.82614 3.24200 -0.36016
H: 2.71185 4.89996 -1.54202
H: 4.54105 0.77294 -0.44701
H: 3.50566 2.03802 0.05849
H: 5.33348 1.32314 1.53199
H: 6.52026 2.09790 0.56281
H: 5.89403 3.35458 2.52811
H: 5.54430 4.34104 1.16692
H: 5.94431 2.33109 -3.33710
H: 4.65550 4.46324 -0.75465
H: 3.95627 4.80606 -3.26273
H: 5.49743 5.38841 -4.79384
H: 6.51159 4.13323 -4.11152
H: 6.71947 5.84172 -3.65351
H: 0.81720 -0.23230 -4.86558
H: 3.71825 -1.36471 -3.51973
C: 0.90560 -5.94643 5.53286
N: 1.43755 -4.95084 4.63353
C: 2.67432 -5.33504 3.96768
P: 0.75619 -3.45359 4.19390
O: 0.83104 -3.50291 2.70453
N: -0.95588 -3.32762 4.37841
C: -1.76441 -4.39207 4.93155
C: -1.62320 -2.68280 3.24492
N: 1.03637 -2.70991 5.67591
C: 2.25304 -2.93202 6.45025
C: 0.20214 -1.62804 6.19741
H: 1.69885 -6.36170 6.16544
H: 0.43687 -6.77520 4.99025
H: 0.17853 -5.52801 6.22506
H: 3.52003 -4.71059 4.28453
H: 2.59076 -5.25211 2.88262
H: 2.93056 -6.36813 4.19936
H: -1.64881 -5.34242 4.39274
H: -2.81764 -4.10903 4.88324
H: -1.55446 -4.54665 5.99299
H: -1.80138 -3.36283 2.40847
H: -1.02253 -1.85445 2.87315
H: -2.58651 -2.27021 3.55222
H: 2.05241 -3.61456 7.28120
H: 2.63265 -1.99744 6.86736
H: 3.05260 -3.34892 5.84502
H: -0.50598 -2.01782 6.93253
H: -0.35743 -1.13070 5.41287
H: 0.81372 -0.86331 6.68219
C: -5.96914 -1.71861 -1.89318
N: -4.88413 -2.29069 -1.13043
C: -3.55469 -1.92956 -1.60939
P: -4.96036 -3.23250 0.28386
O: -3.98889 -2.54615 1.17903
N: -6.40665 -3.03486 1.21765
C: -7.50344 -2.19228 0.78483
C: -6.18763 -2.89571 2.65334
N: -5.55785 -4.61298 -0.46017
C: -5.10606 -5.05019 -1.77797
C: -6.39661 -5.59572 0.22470
H: -5.78360 -1.82237 -2.96816
H: -6.10168 -0.65329 -1.67413
H: -6.91146 -2.23084 -1.71627
H: -3.00949 -2.79727 -2.00150
H: -2.94675 -1.49001 -0.81499
H: -3.62280 -1.19849 -2.41456
H: -7.19553 -1.15726 0.58776
H: -8.27196 -2.16845 1.55940
H: -7.99757 -2.60087 -0.09900
H: -5.91741 -1.87236 2.94241
H: -5.39155 -3.55386 2.99564
H: -7.09805 -3.17629 3.19057
H: -5.85426 -4.79959 -2.53527
H: -4.94961 -6.12984 -1.80365
H: -4.16179 -4.59326 -2.05882
H: -7.44723 -5.43924 -0.03102
H: -6.29370 -5.53929 1.30276
H: -6.12094 -6.61216 -0.06484



No. 3
Computed, not measured: C17H18BBrFeN6O2 as an isolated structure in a non-equilibrium geometry, with ωB97M-V/def2-TZVPD.

Properties
- <S²> = 6.06
- spin multiplicity = 5
- HOMO (alpha / beta) (eV) = -14.683 / -14.285
- E_LUMO (alpha / beta) (eV) = -6.77 / -9.92
- net charge = +2
- frontier orbital gap (alpha / beta) (eV) = 7.91 / 4.36

Cartesian coordinates (Å):
C: -0.46179 1.29183 -2.41692
N: 0.41115 0.53817 -1.69174
N: 0.19896 -0.81092 -1.98339
C: -0.80500 -0.87806 -2.88484
C: -1.23007 0.41094 -3.18182
B: 1.17730 -2.00361 -1.68999
N: 2.60612 -1.41954 -1.35740
N: 2.85016 -0.11790 -0.91825
C: 4.19027 0.15774 -1.06643
C: 4.78256 -0.95329 -1.66389
C: 3.78069 -1.90863 -1.81330
Fe: 1.75259 1.25747 -0.70658
N: 0.54460 -3.24956 -0.90446
N: -0.36832 -3.18964 0.15108
C: -0.74204 -4.44753 0.43393
C: -0.10001 -5.35443 -0.45860
C: 0.69035 -4.56079 -1.28198
H: -1.44106 -4.72437 1.22266
H: 1.32271 -4.83625 -2.11925
H: -0.22427 -6.41748 -0.48653
H: 1.38174 -2.49887 -2.79649
H: 3.81546 -2.88875 -2.26390
H: -1.11011 -1.82982 -3.28381
H: 5.80893 -1.03648 -1.97215
H: -2.00582 0.68701 -3.86325
H: 4.64609 1.08228 -0.74733
H: -0.48555 2.37693 -2.37554
H: 1.21894 0.90801 0.91285
C: 1.91737 1.78449 1.13441
H: 2.78516 1.42356 1.68910
H: 2.30978 2.34696 0.20530
H: 1.30427 2.48767 1.70554
Br: -3.69986 -0.09546 1.58640
C: -3.39092 1.55815 2.42954
C: -4.12626 1.90914 3.57410
C: -3.91655 3.15007 4.19563
C: -2.97013 4.03820 3.66400
C: -2.24585 3.68827 2.51250
C: -2.42669 2.43937 1.90563
C: -1.57098 2.00482 0.71389
O: -1.45730 2.80968 -0.24490
O: -1.05835 0.86362 0.87715
H: -4.85290 1.21070 3.97715
H: -4.48626 3.41630 5.08854
H: -2.79729 5.01064 4.13659
H: -1.52186 4.36935 2.05677



Going through the records in order, we get electronic energy values of -278882.1090; -267892.1352; -136041.4773 eV.